12
Properties=species:S:1:pos:R:3 method="wB97M-V/def2-TZVPD" molar_mass_g_mol=99.089 e_above_lowest_kj_mol=155.0 e_homo_ev=-10.099 max_force_ev_per_a=1.44
C -1.466 -0.365 -0.606
C 0.002 -0.057 -0.452
C 0.364 1.384 -0.132
O 1.491 1.762 0.058
C 1.536 -0.241 2.293
O 2.622 -0.562 2.217
N 0.965 -0.879 -0.559
H -1.778 -0.223 -1.647
H -1.674 -1.402 -0.326
H -2.084 0.292 0.016
H -0.495 2.085 -0.063
H 0.612 -1.819 -0.756

12
Properties=species:S:1:pos:R:3 method="wB97M-V/def2-TZVPD" molar_mass_g_mol=99.089 e_above_lowest_kj_mol=119.6 e_homo_ev=-9.896 max_force_ev_per_a=0.45
O -2.192 0.235 1.039
C -1.699 -0.269 0.063
C -0.378 0.184 -0.548
C 0.537 0.952 0.423
N 1.649 0.032 0.686
C 1.458 -0.969 -0.058
O 0.369 -1.004 -0.877
H -2.183 -1.114 -0.469
H -0.588 0.720 -1.481
H 0.924 1.882 -0.004
H 0.008 1.195 1.349
H 2.096 -1.844 -0.123

12
Properties=species:S:1:pos:R:3 method="wB97M-V/def2-TZVPD" molar_mass_g_mol=99.089 e_above_lowest_kj_mol=328.3 e_homo_ev=-9.937 max_force_ev_per_a=7.19
C -1.477 0.007 -0.089
C 0.493 1.213 -0.221
C 0.740 -0.226 -0.533
C 0.365 -1.114 0.695
H 1.266 1.827 0.537
H 0.119 1.825 -1.140
H 1.440 -0.619 -1.322
H 0.877 -2.119 0.514
H 0.138 -0.729 1.642
N -0.413 -0.895 -0.468
O -2.727 -0.209 -0.198
O -0.821 1.039 0.583

12
Properties=species:S:1:pos:R:3 method="wB97M-V/def2-TZVPD" molar_mass_g_mol=99.089 e_above_lowest_kj_mol=262.7 e_homo_ev=-9.474 max_force_ev_per_a=1.64
N 0.623 1.329 0.990
C 0.167 0.421 -0.011
C -1.337 0.050 -0.667
C -0.679 -0.932 0.160
O 0.302 -1.680 -0.544
C 1.155 -0.600 -0.546
O 2.338 -0.671 -0.701
H 0.903 2.274 0.756
H 1.351 0.920 1.570
H -2.337 0.338 -0.279
H -1.340 -0.037 -1.749
H -1.147 -1.412 1.019

12
Properties=species:S:1:pos:R:3 method="wB97M-V/def2-TZVPD" molar_mass_g_mol=99.089 e_above_lowest_kj_mol=487.7 e_homo_ev=-9.509 max_force_ev_per_a=1.58
O 2.327 0.340 -0.678
C 1.234 -0.150 -0.718
C 0.370 -0.089 0.560
C -0.502 1.232 0.040
N -1.047 0.394 0.976
C -0.950 -1.098 0.340
O -1.201 -1.406 -0.822
H 0.785 -0.644 -1.594
H 1.001 -0.111 1.435
H -0.827 1.066 -0.993
H -0.049 2.208 0.245
H -1.140 -1.743 1.209

12
Properties=species:S:1:pos:R:3 method="wB97M-V/def2-TZVPD" molar_mass_g_mol=99.089 e_above_lowest_kj_mol=627.2 e_homo_ev=-7.817 max_force_ev_per_a=0.61
C -2.112 0.457 0.126
C -0.493 0.216 0.012
C 0.088 -0.941 -0.330
O 1.490 -1.013 -0.382
C 2.111 0.082 0.008
O 3.406 -0.218 -0.028
N -0.583 1.411 0.384
H -2.504 1.225 0.793
H -2.516 0.556 -0.878
H -2.324 -0.503 0.609
H -0.419 -1.859 -0.576
H 3.857 0.585 0.262

12
Properties=species:S:1:pos:R:3 method="wB97M-V/def2-TZVPD" molar_mass_g_mol=99.089 e_above_lowest_kj_mol=286.0 e_homo_ev=-9.349 max_force_ev_per_a=0.45
C -1.860 0.236 0.229
C -0.478 -0.213 -0.190
C 0.063 -1.586 0.010
O 1.390 -1.353 0.006
C 1.616 0.013 0.027
O 2.896 0.329 0.116
N 0.595 0.756 -0.050
H -1.905 0.479 1.293
H -2.139 1.132 -0.335
H -2.582 -0.556 0.014
H -0.540 -0.534 -1.270
H 2.943 1.297 0.150

12
Properties=species:S:1:pos:R:3 method="wB97M-V/def2-TZVPD" molar_mass_g_mol=99.089 e_above_lowest_kj_mol=251.7 e_homo_ev=-9.528 max_force_ev_per_a=3.24
N 0.438 1.326 0.983
C 0.114 0.259 0.121
C -1.231 0.112 -0.589
C -0.703 -0.932 0.307
O 0.412 -1.830 -0.660
C 1.134 -0.714 -0.618
O 2.263 -0.491 -0.952
H 0.870 2.059 0.442
H 1.114 1.076 1.691
H -2.048 0.708 -0.184
H -1.265 -0.059 -1.662
H -1.098 -1.516 1.122

12
Properties=species:S:1:pos:R:3 method="wB97M-V/def2-TZVPD" molar_mass_g_mol=99.089 e_above_lowest_kj_mol=757.6 e_homo_ev=-9.517 max_force_ev_per_a=3.92
C 0.017 1.467 -0.177
C -1.078 0.241 0.043
C 1.188 0.679 -0.313
C 0.893 -0.800 0.087
N -0.467 -0.986 0.498
O -1.377 -1.163 -0.676
O -2.184 0.891 0.526
H 0.820 0.864 -1.357
H 2.176 0.949 -0.187
H 1.277 -1.635 -0.530
H 1.471 -0.768 1.030
H -2.737 0.262 1.056

12
Properties=species:S:1:pos:R:3 method="wB97M-V/def2-TZVPD" molar_mass_g_mol=99.089 e_above_lowest_kj_mol=486.7 e_homo_ev=-8.424 max_force_ev_per_a=3.59
C -0.205 -1.115 0.072
C 0.237 0.152 0.196
C 2.486 -0.228 -0.186
C -1.104 0.859 0.052
N -1.717 -0.530 0.130
O 3.653 -0.066 -0.026
O 1.517 0.671 0.193
H 2.154 -1.230 -0.558
H -1.413 1.526 0.857
H -1.364 1.288 -1.072
H -2.212 -0.703 -0.720
H -2.031 -0.622 1.063